Entry 1:
Computed, not measured: a cluster of 2 separate species, C4H11NO2 in total, with ωB97M-V with the def2-TZVPD basis set.

Each line ends with the Löwdin charge.
Geometry (Å):
C  0.391  -0.090  -1.255  -0.07
C  -0.700  0.472  -0.349  -0.47
N  -0.814  -0.380  0.853  0.03
C  -2.079  0.495  -1.015  -0.14
C  -3.157  1.186  -0.195  -0.26
O  -2.897  2.157  0.461  0.06
H  1.158  -0.541  -0.632  0.07
H  -0.019  -0.892  -1.873  0.07
H  0.704  0.709  -1.927  0.08
H  -0.432  1.470  -0.017  0.12
H  -1.733  -0.334  1.266  0.06
H  -0.114  -0.200  1.555  0.07
H  -2.019  1.041  -1.960  0.13
H  -2.258  -0.566  -1.208  0.12
H  -4.196  0.880  -0.410  0.12
O  6.156  -2.060  2.520  -0.06
H  6.205  -1.102  2.541  0.03
H  5.806  -2.246  1.645  0.03

- HOMO level: -9.29 eV
- Multiplicity: 1
- ΔE to the lowest compared entry with this formula, charge and spin: 32.8 kcal/mol
- Kohn-Sham gap: 10.0273 eV
- Energy: -9910.8185 eV


Entry 2:
Computed, not measured: a cluster of 2 separate species, C4H11NO2 in total, with ωB97M-V with the def2-TZVPD basis set.

Each line ends with the Löwdin charge.
Geometry (Å):
C  1.245  0.803  0.528  -0.02
C  0.642  0.051  1.699  -0.53
N  -0.087  -1.006  1.189  0.15
O  0.809  0.288  2.913  0.02
H  1.520  0.279  -0.266  0.00
H  2.197  1.178  0.982  0.10
H  0.534  1.646  0.209  0.11
H  -0.795  -1.495  1.695  0.10
H  0.142  -1.286  0.245  0.06
C  -1.820  0.430  -1.198  -0.08
C  -0.966  -0.516  -2.061  -0.26
O  0.413  -0.128  -2.281  -0.12
H  -1.192  1.388  -0.912  0.11
H  -2.037  0.103  -0.278  0.00
H  -2.690  0.848  -1.592  0.04
H  -0.647  -1.420  -1.396  0.12
H  -1.440  -0.729  -3.128  0.14
H  0.629  0.644  -2.747  0.06

- HOMO level: -9.79 eV
- Multiplicity: 1
- ΔE to the lowest compared entry with this formula, charge and spin: 53.5 kcal/mol
- Kohn-Sham gap: 10.4933 eV
- Energy: -9909.9235 eV


Entry 3:
Computed, not measured: a cluster of 2 separate species, C4H11NO2 in total, with ωB97M-V with the def2-TZVPD basis set.

Each line ends with the Löwdin charge.
Geometry (Å):
C  3.225  1.066  -0.118  -0.16
N  2.163  0.246  0.398  -0.14
C  0.822  0.441  -0.098  -0.22
C  -0.014  -0.825  0.137  -0.14
C  -1.378  -0.566  0.790  -0.30
O  -1.818  0.528  1.000  0.05
H  4.005  1.327  0.600  0.07
H  2.923  2.063  -0.504  0.08
H  3.771  0.613  -0.954  0.07
H  2.219  0.167  1.395  0.10
H  0.819  0.672  -1.164  0.13
H  0.258  1.230  0.427  0.11
H  -0.286  -1.398  -0.758  0.10
H  0.507  -1.572  0.742  0.11
H  -1.798  -1.436  1.336  0.12
O  -2.802  -0.733  -1.645  -0.04
H  -3.725  -0.921  -1.425  0.06
H  -2.303  -1.408  -1.186  0.00

- HOMO level: -8.56 eV
- Multiplicity: 1
- ΔE to the lowest compared entry with this formula, charge and spin: 48.3 kcal/mol
- Kohn-Sham gap: 9.3660 eV
- Energy: -9910.1476 eV


Entry 4:
Computed, not measured: a cluster of 2 separate species, C4H11NO2 in total, with ωB97M-V with the def2-TZVPD basis set.

Each line ends with the Löwdin charge.
Geometry (Å):
C  -1.508  2.399  2.038  0.02
C  -0.256  1.577  1.915  -0.58
O  0.692  1.791  1.209  0.09
O  -0.364  0.472  2.684  0.08
H  -1.892  2.373  3.041  0.08
H  -2.193  1.897  1.354  0.10
H  -1.353  3.425  1.746  0.09
H  0.426  -0.092  2.705  0.13
C  -0.393  -1.711  -2.067  -0.12
C  1.055  -1.225  -2.048  -0.34
N  1.585  -1.440  -0.693  -0.01
H  -0.949  -1.067  -1.392  0.06
H  -0.471  -2.716  -1.664  0.07
H  -0.884  -1.559  -3.031  0.07
H  1.734  -1.769  -2.707  0.10
H  1.042  -0.191  -2.378  0.09
H  2.576  -1.388  -0.647  0.05
H  1.153  -0.777  -0.066  0.04

- HOMO level: -9.08 eV
- Multiplicity: 1
- ΔE to the lowest compared entry with this formula, charge and spin: 12.9 kcal/mol
- Kohn-Sham gap: 9.7711 eV
- Energy: -9911.6840 eV